P) Below is an isolated molecule of C21H28N4O4, with properties calculated with ωB97M-V/def2-TZVPD.

Each line ends with the Mulliken charge.
Element x y z (Å)
C (-6.035, -1.183, -0.096)  -1.35
C (-4.849, -1.706, 0.708)  -0.64
N (-3.617, -1.011, 0.379)  0.63
C (-2.420, -1.790, 0.641)  -0.07
C (-2.166, -2.157, 2.107)  -1.27
C (-3.562, 0.362, 0.855)  -0.71
C (-3.717, 1.348, -0.317)  -1.48
N (-2.690, 1.178, -1.324)  0.11
C (-3.155, 0.627, -2.577)  -1.31
C (-1.366, 1.116, -1.021)  1.02
C (-0.507, 0.263, -1.757)  -0.52
C (0.803, 0.054, -1.417)  -0.95
C (1.353, 0.684, -0.297)  -0.33
N (2.694, 0.429, 0.082)  0.39
C (3.216, -0.850, 0.180)  -0.02
O (2.602, -1.861, -0.038)  -0.62
C (4.669, -0.730, 0.592)  0.34
C (5.579, -1.386, -0.466)  -0.94
C (6.988, -0.922, -0.268)  -0.51
C (7.211, 0.373, -0.114)  -0.49
C (6.045, 1.311, -0.148)  -0.99
C (4.917, 0.770, 0.755)  0.42
C (3.599, 1.431, 0.401)  -0.15
O (3.360, 2.607, 0.366)  -0.61
C (0.575, 1.565, 0.416)  -0.49
C (-0.746, 1.821, 0.044)  -0.01
N (-1.362, 2.886, 0.761)  1.33
O (-0.997, 3.094, 1.906)  -0.68
O (-2.198, 3.565, 0.185)  -0.67
H (-6.292, -0.168, 0.195)  0.29
H (-6.902, -1.815, 0.079)  0.45
H (-5.802, -1.198, -1.158)  0.28
H (-5.089, -1.636, 1.783)  0.37
H (-4.703, -2.761, 0.465)  0.48
H (-1.564, -1.226, 0.260)  -0.23
H (-2.495, -2.709, 0.051)  0.46
H (-2.955, -2.799, 2.489)  0.32
H (-2.115, -1.264, 2.726)  0.30
H (-1.220, -2.684, 2.188)  0.46
H (-2.612, 0.545, 1.363)  0.30
H (-4.361, 0.566, 1.577)  0.45
H (-4.673, 1.166, -0.802)  0.68
H (-3.727, 2.379, 0.057)  0.29
H (-4.116, 1.079, -2.816)  0.35
H (-3.283, -0.458, -2.521)  0.35
H (-2.465, 0.878, -3.381)  0.48
H (-0.899, -0.289, -2.593)  0.46
H (1.406, -0.629, -1.995)  0.41
H (4.809, -1.264, 1.536)  0.35
H (5.491, -2.469, -0.401)  0.43
H (5.237, -1.082, -1.461)  0.34
H (7.779, -1.655, -0.255)  0.41
H (8.199, 0.780, 0.034)  0.41
H (6.317, 2.315, 0.172)  0.44
H (5.670, 1.379, -1.175)  0.35
H (5.161, 1.021, 1.791)  0.29
H (0.980, 2.111, 1.255)  0.58

Computed properties:
* SMILES string: CCN(CC)CCN(C)c1ccc(N2C(=O)[C@H]3CC=CC[C@H]3C2=O)cc1[N+](=O)[O-]
* spin multiplicity: 1
* lowest unoccupied orbital energy: -0.153 eV
* frontier orbital gap: 0.289 hartree
* HOMO: -8.019 eV


Q) Below is an isolated molecule of C21H28N4O4, with properties calculated with ωB97M-V/def2-TZVPD.

Each line ends with the Mulliken charge.
Element x y z (Å)
C (-6.885, 2.076, -1.139)  -1.12
C (-6.036, 1.347, -0.108)  -0.29
O (-4.667, 1.276, -0.508)  -0.38
C (-3.930, 2.385, -0.270)  0.76
O (-4.339, 3.361, 0.311)  -0.65
N (-2.675, 2.278, -0.775)  0.17
C (-2.120, 1.073, -1.341)  -1.17
C (-1.041, 0.513, -0.400)  -0.22
N (-0.048, 1.531, -0.135)  0.18
C (1.102, 1.610, -0.830)  0.45
C (1.896, 0.728, -1.570)  0.40
N (1.819, -0.578, -1.914)  -0.10
C (3.004, -1.228, -2.438)  -1.10
C (3.930, -1.638, -1.279)  -0.82
N (3.132, -2.252, -0.230)  0.62
C (2.906, -3.664, -0.455)  -1.17
C (3.598, -1.996, 1.127)  -1.16
C (2.440, -2.119, 2.083)  0.13
C (2.347, -3.169, 2.985)  -0.41
C (1.258, -3.273, 3.834)  -0.58
C (0.248, -2.328, 3.786)  -0.52
C (0.333, -1.277, 2.888)  -0.55
C (1.421, -1.173, 2.042)  -0.09
C (2.869, 1.781, -1.899)  0.17
O (3.848, 1.850, -2.606)  -0.66
C (2.067, 2.711, -1.012)  -0.21
O (2.172, 3.828, -0.557)  -0.66
C (-0.608, 2.742, 0.432)  -0.86
C (-1.694, 3.305, -0.493)  -0.89
H (-7.927, 2.054, -0.832)  0.39
H (-6.562, 3.111, -1.215)  0.31
H (-6.789, 1.601, -2.112)  0.29
H (-6.349, 0.306, -0.003)  0.32
H (-6.097, 1.856, 0.859)  0.33
H (-2.914, 0.344, -1.494)  0.56
H (-1.661, 1.319, -2.307)  0.22
H (-0.573, -0.361, -0.850)  0.28
H (-1.503, 0.224, 0.550)  0.22
H (1.325, -1.184, -1.267)  0.34
H (3.524, -0.539, -3.102)  0.50
H (2.679, -2.101, -3.008)  0.42
H (4.395, -0.732, -0.886)  0.43
H (4.728, -2.299, -1.649)  0.42
H (2.468, -3.814, -1.440)  0.33
H (2.209, -4.036, 0.295)  0.33
H (3.835, -4.252, -0.394)  0.34
H (3.983, -0.974, 1.171)  0.46
H (4.410, -2.683, 1.419)  0.42
H (3.136, -3.907, 3.028)  0.38
H (1.199, -4.094, 4.533)  0.38
H (-0.600, -2.408, 4.449)  0.40
H (-0.448, -0.531, 2.858)  0.42
H (1.494, -0.348, 1.348)  0.48
H (0.185, 3.476, 0.569)  0.61
H (-1.047, 2.494, 1.403)  0.32
H (-2.206, 4.144, -0.022)  0.52
H (-1.241, 3.634, -1.434)  0.30

Computed properties:
* SMILES string: CCOC(=O)N1CCN(c2c(NCCN(C)Cc3ccccc3)c(=O)c2=O)CC1
* spin multiplicity: 1
* lowest unoccupied orbital energy: 0.499 eV
* frontier orbital gap: 0.308 hartree
* HOMO: -7.892 eV


Bottom line: Q), by a margin of 207.7 kJ/mol.